This record from OMol25 describes one molecule with the formula C4H10BN. The level of theory is ωB97M-V/def2-TZVPD.

Last column: natural (NBO) charge in e.
Geometry (Å):
B -0.313 -0.989 1.411  0.55
C -1.017 0.474 1.619  -0.60
C 0.433 1.371 0.063  -0.34
C 0.744 0.011 -0.579  -0.12
C -0.078 -0.297 -1.756  -0.62
N 0.503 -1.042 0.335  -0.79
H -0.577 -1.957 1.912  -0.07
H -1.983 0.387 1.222  0.19
H -0.983 1.114 2.398  0.19
H 0.145 2.166 -0.494  0.18
H 1.121 1.773 0.734  0.18
H 1.807 0.036 -0.694  0.20
H 0.477 -0.249 -2.736  0.21
H -0.997 0.374 -1.835  0.22
H -0.400 -1.325 -1.696  0.22
H 1.116 -1.848 0.097  0.40

Atomic forces in eV per Å
-1.088 3.125 0.450
3.364 -2.229 -4.419
-2.115 -4.287 3.007
0.209 2.567 1.340
-0.975 0.811 -3.337
2.379 -2.038 0.318
-0.387 -1.599 1.318
-1.574 0.346 -0.775
0.420 1.824 2.561
-1.671 1.922 -2.182
1.444 -0.049 1.338
0.884 -0.154 -0.996
-0.507 0.338 0.854
1.152 -0.905 0.133
-0.340 -0.204 -0.058
-1.196 0.533 0.447

Calculated values
- HOMO energy: -8.54 eV
- Gap between HOMO and LUMO: 9.345 eV
- E_LUMO: 0.807 eV
- E: -237.9211 a.u.


This record from OMol25 describes C4H10BrIN as an isolated structure. The level of theory is ωB97M-V/def2-TZVPD.

Last column: natural (NBO) charge in e.
Geometry (Å):
C 0.696 -1.982 -1.364  -0.74
C -0.919 2.227 0.507  -0.45
C 1.024 -1.437 -0.051  -0.17
C -0.413 -0.182 0.528  -0.14
N -0.208 1.123 -0.124  -0.58
Br -2.111 -1.180 0.507  0.12
I 2.878 -0.232 0.338  0.14
H -0.319 -1.993 -1.490  0.24
H 1.208 -1.525 -2.245  0.24
H 0.827 -3.060 -1.490  0.26
H -0.690 3.224 -0.090  0.25
H -1.967 2.010 0.438  0.24
H -0.598 2.515 1.611  0.26
H 0.930 -2.176 0.670  0.20
H -0.206 -0.006 1.541  0.21
H 0.782 1.236 -0.225  0.45
H -0.669 1.189 -1.138  0.46

Atomic forces in eV per Å
2.619 -0.410 -2.173
1.157 4.352 1.615
-1.551 4.056 0.850
2.237 -3.478 -1.222
-3.367 -0.499 -3.285
1.011 1.265 -0.494
-1.311 -1.001 -0.487
-2.923 0.713 -0.477
-0.535 -0.063 0.739
0.901 -0.043 0.539
-0.534 -2.168 1.025
-0.482 0.010 0.215
-0.545 -1.264 -2.270
0.079 -0.938 1.837
0.329 0.044 1.342
1.294 0.315 0.003
1.622 -0.891 2.243

Calculated values
- Charge: +1
- HOMO energy: -13.59 eV
- Gap between HOMO and LUMO: 9.962 eV
- E_LUMO: -3.626 eV
- E: -3084.5221 a.u.


This record from OMol25 describes C4H10ClFInO4S2 as an isolated structure. The level of theory is ωB97M-V/def2-TZVPD.

Last column: Mulliken charge in e.
Geometry (Å):
O 3.148 -1.814 1.642  -0.54
S 3.205 -1.011 0.460  1.02
O 4.452 -0.494 -0.024  -0.57
Cl 2.503 -2.202 -1.060  -0.21
C 2.011 0.327 0.565  -0.67
C 0.916 0.425 -0.486  -0.37
C 0.118 1.728 -0.286  -0.69
C -1.365 1.534 -0.606  -1.22
In -2.335 0.281 0.909  0.75
S -2.766 -1.978 -0.304  0.75
O -2.001 -3.070 0.256  -0.56
O -4.129 -2.240 -0.712  -0.59
F -2.015 -1.739 -1.768  -0.31
H 1.579 0.214 1.560  0.34
H 2.663 1.203 0.537  0.39
H 0.255 -0.441 -0.410  0.25
H 1.353 0.398 -1.487  0.45
H 0.568 2.506 -0.919  0.38
H 0.245 2.076 0.746  0.37
H -1.891 2.493 -0.634  0.43
H -1.463 1.089 -1.601  0.34
H -1.175 -0.132 2.151  -0.39
H -3.876 0.848 1.471  -0.35

Atomic forces in eV per Å
0.128 0.153 -0.049
-0.040 -0.201 -0.314
-0.086 -0.020 0.174
-0.036 0.026 0.094
0.043 0.090 0.115
0.048 -0.049 -0.045
0.031 0.022 -0.088
0.025 -0.026 -0.114
0.071 0.442 0.187
-0.044 -0.191 -0.125
-0.163 0.005 -0.087
0.121 -0.077 0.105
0.055 0.063 0.050
-0.006 -0.009 -0.043
-0.060 0.005 0.053
0.026 0.035 0.047
-0.050 0.003 0.019
0.026 -0.022 0.050
-0.056 -0.046 -0.010
0.078 0.007 -0.007
-0.060 0.003 0.041
0.034 -0.098 -0.005
-0.085 -0.115 -0.045

Calculated values
- Charge: -1
- HOMO energy: -5.83 eV
- Gap between HOMO and LUMO: 8.460 eV
- E_LUMO: 2.629 eV
- E: -2005.9606 a.u.


no.,F_max (Eh/bohr)
1,0.1164
2,0.0930
3,0.0094